Entry 1:
# C4H16ClNNaO11

A structure of composition C4H16ClNNaO11 in a non-equilibrium geometry (ωB97M-V/def2-TZVPD, the Open Molecules 2025 dataset).

Geometry as XYZ:
```
34
Properties=species:S:1:pos:R:3
Na 0.11106 -0.17783 -0.03642
N 5.67027 1.16494 -1.23927
O 4.54161 0.86497 -0.91165
O 6.25470 2.07904 -0.72367
O 6.12553 0.50026 -2.09083
Cl 2.11670 -4.97261 0.12264
O 3.47820 -4.79400 -0.26144
O 1.38521 -4.51007 -1.02598
O 1.69391 -6.24984 0.31919
O 1.84379 -4.14194 1.21470
C -0.46089 2.13460 -4.81414
O 0.43983 1.38741 -3.98493
H -0.14759 2.08528 -5.85698
H -1.49510 1.81028 -4.69873
H -0.42986 3.21782 -4.69686
H 1.32463 1.67078 -4.22663
C -3.25365 -3.47994 1.39966
O -3.07048 -2.86684 0.15040
H -2.76879 -2.96217 2.22726
H -4.33167 -3.48538 1.56078
H -2.97637 -4.53359 1.36741
H -2.79170 -3.58079 -0.42765
C -4.13267 2.95816 0.49551
O -2.79820 2.80350 0.31365
H -4.29723 3.67438 1.30053
H -4.57035 3.36921 -0.41420
H -4.61721 2.01948 0.76424
H -2.37227 3.65785 0.21229
C 1.92744 1.70618 3.94644
O 0.62554 1.15327 3.90722
H 1.87640 2.73926 3.60258
H 2.41549 1.74076 4.92046
H 2.64403 1.20739 3.29393
H 0.03971 1.81018 4.29048
```

total charge	-1
HOMO	-4.0	eV

Calculated atomic charges, method Mulliken, unit e: Na 0.98; N 1.06; O -0.70; O -0.70; O -0.65; Cl 1.68; O -0.65; O -0.74; O -0.62; O -0.67; C -0.57; O -0.48; H 0.26; H 0.22; H 0.26; H 0.30; C -0.54; O -0.50; H 0.19; H 0.24; H 0.28; H 0.33; C -0.50; O -0.47; H 0.24; H 0.24; H 0.20; H 0.30; C -0.56; O -0.49; H 0.25; H 0.24; H 0.26; H 0.30

=====

Entry 2:
# C2H4N4O

An isolated molecule of C2H4N4O in a non-equilibrium geometry (ωB97M-V/def2-TZVPD, the Open Molecules 2025 dataset).

Geometry as XYZ:
```
11
Properties=species:S:1:pos:R:3
C -1.07046 -0.19082 -0.00377
C -0.34614 1.15486 0.16644
H -2.91961 -0.94865 -0.07249
H -2.93797 0.68632 -0.06373
H -0.92388 1.91983 -0.31064
H -0.26417 1.21758 1.23464
N -2.37742 -0.16619 0.17916
N 0.96000 1.02625 -0.38538
N 1.69321 0.04818 -0.08249
N 2.46054 -0.71108 0.32513
O -0.45114 -1.25493 -0.25235
```

total charge	0
HOMO	-9.3	eV

Calculated atomic charges, method Mulliken, unit e: C 0.47; C -0.42; H 0.28; H 0.23; H 0.39; H 0.29; N -0.39; N -0.64; N 0.84; N -0.44; O -0.62

=====

Entry 3:
# C15H22O4

An isolated molecule of C15H22O4 (ωB97M-V/def2-TZVPD, the Open Molecules 2025 dataset).

Geometry as XYZ:
```
41
Properties=species:S:1:pos:R:3
C 3.23938 -2.47723 -2.34231
O 2.12332 -3.16172 -1.80545
C 0.91959 -2.43834 -1.80605
C 0.97478 -1.13849 -0.98322
C -0.41051 -0.67227 -0.67465
C -1.01143 0.33033 -1.29190
C -2.39929 0.81318 -0.98556
O -3.23257 0.82349 -2.12377
C -2.31469 2.23761 -0.37640
O -1.36325 2.35401 0.64829
C -1.75134 1.79615 1.88828
C -0.56585 1.79031 2.81480
C 0.66719 1.35593 2.34461
C 1.76478 1.32875 3.18505
C 1.63994 1.72744 4.50568
C 0.41346 2.15877 4.97977
C -0.68428 2.19408 4.13680
O 0.51013 -2.08880 -3.09796
C 0.10102 -3.18423 -3.88755
H 2.97470 -1.96857 -3.27285
H 3.63908 -1.74872 -1.63000
H 3.99200 -3.23789 -2.54087
H 0.20034 -3.14084 -1.35082
H 1.50526 -0.38634 -1.56704
H 1.52188 -1.34741 -0.06176
H -0.93312 -1.23489 0.08844
H -0.49108 0.88712 -2.06066
H -2.89314 0.13298 -0.28472
H -2.77480 1.28795 -2.83453
H -1.98289 2.93246 -1.15505
H -3.31309 2.54605 -0.03413
H -2.58002 2.37899 2.32007
H -2.10085 0.76138 1.75216
H 0.75262 1.05119 1.31277
H 2.72109 0.99323 2.81078
H 2.49675 1.70390 5.16296
H 0.31110 2.47387 6.00795
H -1.63891 2.53685 4.51000
H -0.78860 -3.65877 -3.45836
H -0.13529 -2.78106 -4.86973
H 0.89658 -3.93042 -3.97307
```

total charge	0
structure (SMILES)	COC(C/C=C/[C@H](O)COCc1ccccc1)OC
HOMO	-9.1	eV

Calculated atomic charges, method Mulliken, unit e: C -0.73; O -0.45; C 0.14; C -0.86; C -0.43; C 0.01; C -0.14; O -0.58; C -0.70; O -0.34; C -0.35; C 0.33; C -0.17; C -0.55; C -0.43; C -0.54; C -0.58; O -0.32; C -0.80; H 0.31; H 0.26; H 0.27; H 0.42; H 0.43; H 0.41; H 0.30; H 0.30; H 0.31; H 0.39; H 0.38; H 0.35; H 0.38; H 0.20; H 0.42; H 0.39; H 0.37; H 0.38; H 0.34; H 0.31; H 0.26; H 0.32

=====

Entry 4:
# C43H37AsFN4Pt

A structure of composition C43H37AsFN4Pt (ωB97M-V/def2-TZVPD, the Open Molecules 2025 dataset).

Geometry as XYZ:
```
87
Properties=species:S:1:pos:R:3
Pt 0.57343 -1.21799 -1.21800
C 3.53817 -1.02749 -0.49046
N 2.27486 -0.43970 0.03216
C 1.97947 -0.97440 1.38481
C 1.71275 -2.45882 1.33039
C 2.07330 -3.30192 2.36385
C 1.75115 -4.64983 2.27303
C 1.10039 -5.10961 1.14038
C 0.79027 -4.20636 0.13988
N 1.07997 -2.90491 0.23468
C 2.29384 1.04063 0.03211
C 1.68436 1.69881 -1.18790
C 1.92948 3.04379 -1.42756
C 1.31915 3.65417 -2.50882
C 0.48787 2.89958 -3.32625
C 0.29855 1.56879 -3.01922
N 0.88020 0.97863 -1.96832
C 3.47513 -1.42851 -1.94061
C 4.62894 -1.55488 -2.69410
C 4.54090 -2.03032 -3.99246
C 3.29539 -2.36950 -4.50045
C 2.18642 -2.20900 -3.69646
N 2.27531 -1.74644 -2.44233
H 3.75822 -1.92592 0.08920
H 4.36820 -0.33810 -0.32752
H 1.08530 -0.46239 1.75167
H 2.79508 -0.75605 2.08104
H 2.60179 -2.91246 3.22393
H 2.01927 -5.33064 3.06979
H 0.84438 -6.15294 1.02256
H 0.31564 -4.52467 -0.77826
H 3.31957 1.39700 0.15165
H 1.74592 1.38428 0.91375
H 2.59716 3.59863 -0.78059
H 1.49883 4.69991 -2.72040
H 0.00393 3.33074 -4.19127
H -0.32723 0.93831 -3.63825
H 5.58537 -1.29121 -2.26228
H 5.43104 -2.13598 -4.59789
H 3.17975 -2.74835 -5.50579
H 1.19345 -2.45928 -4.04306
C -1.25378 5.59699 -0.58854
C -0.53248 5.48610 0.59399
C -0.52317 4.29008 1.29469
C -1.27188 3.21906 0.80114
C -1.97022 3.31143 -0.40486
C -1.97059 4.51414 -1.08883
As -1.40593 1.62344 1.82401
C -3.14149 1.22916 2.47358
C -4.30290 0.96095 1.76418
C -5.46845 0.73012 2.48178
C -5.44122 0.74572 3.87038
C -4.26421 1.00097 4.57014
C -3.08953 1.23874 3.87699
C -1.77004 1.55857 4.48042
C -1.50519 1.68629 5.83479
C -0.22249 2.01495 6.26112
C 0.81109 2.22082 5.35367
C 0.56628 2.10331 3.99371
C -0.72319 1.79609 3.57579
H -1.26508 6.53899 -1.12113
H 0.00655 6.33977 0.98268
H 0.01094 4.21336 2.23261
H -2.53504 2.46976 -0.78853
H -2.53921 4.61728 -2.00344
H -4.31657 0.94310 0.68228
H -6.39525 0.53590 1.96008
H -6.35145 0.55656 4.42344
H -4.28326 1.02038 5.65156
H -2.28714 1.53877 6.56751
H -0.02822 2.11363 7.32076
H 1.79939 2.47675 5.70981
H 1.36683 2.26755 3.28192
F -1.82307 -5.57760 -4.99989
C -1.73216 -4.52390 -4.21631
C -1.94022 -4.68875 -2.84317
C -1.84885 -3.59082 -2.03222
C -1.55377 -2.29751 -2.56376
C -1.60274 -1.14054 -1.73665
C -1.35165 -2.18913 -3.97423
C -1.44551 -3.28263 -4.79218
H -2.19760 -5.66843 -2.46334
H -2.04521 -3.68361 -0.97081
H -2.07891 -1.26594 -0.76516
H -1.78856 -0.18787 -2.21841
H -1.15344 -1.21415 -4.40298
H -1.32642 -3.21346 -5.86521
```

total charge	+3
2S+1	5
<S²>	6.04
HOMO (alpha / beta)	-14.8 / -15.7	eV

Calculated atomic charges, method Mulliken, unit e: Pt 1.77; C -1.41; N 0.22; C -0.73; C 0.60; C -1.01; C -0.49; C -1.03; C -0.20; N -0.03; C -0.73; C 0.78; C -0.91; C -0.62; C -0.94; C -0.08; N 0.39; C 1.06; C -1.11; C -0.43; C -0.86; C 0.04; N -0.02; H 0.59; H 0.42; H 0.20; H 0.59; H 0.54; H 0.48; H 0.45; H 0.63; H 0.54; H -0.18; H 0.55; H 0.50; H 0.55; H 0.14; H 0.52; H 0.47; H 0.48; H 0.20; C -0.61; C -0.73; C -0.11; C 0.85; C -0.42; C -0.77; As 0.79; C 0.30; C -0.57; C -0.69; C -0.86; C -0.65; C 0.59; C 0.14; C -0.50; C -0.83; C -0.86; C -0.06; C 0.17; H 0.47; H 0.47; H 0.46; H 0.31; H 0.50; H 0.39; H 0.45; H 0.42; H 0.43; H 0.45; H 0.44; H 0.45; H 0.49; F -0.27; C 0.25; C -0.54; C -0.49; C 0.38; C -1.48; C -0.40; C -0.46; H 0.51; H 0.59; H 0.61; H 0.59; H 0.36; H 0.53

=====

Entry 5:
# C22H18IIrN2O2

A structure of composition C22H18IIrN2O2 in a non-equilibrium geometry (ωB97M-V/def2-TZVPD, the Open Molecules 2025 dataset).

Geometry as XYZ:
```
46
Properties=species:S:1:pos:R:3
Ir -11.99007 -9.45058 0.46378
C -9.10154 -10.43142 3.30774
C -10.07779 -10.72327 2.23856
O -10.10087 -9.87823 1.24087
C -10.80793 -11.95340 2.15273
C -11.65363 -12.31600 1.11415
C -12.18434 -13.73659 1.06304
N -12.19372 -11.35897 0.30490
N -13.18124 -11.89000 -0.51549
C -14.01588 -10.93066 -0.84570
O -13.87678 -9.71431 -0.43919
C -15.18385 -11.28385 -1.65723
C -16.13466 -10.25181 -1.76249
C -17.41713 -10.66391 -2.13744
C -17.69338 -12.02005 -2.44352
C -16.71511 -12.99054 -2.34643
C -15.40878 -12.57083 -2.06542
H -8.07230 -10.55640 2.92427
H -9.13001 -11.06348 4.18450
H -9.07278 -9.33873 3.56181
H -10.55281 -12.69325 2.93162
H -12.74657 -13.73855 0.10733
H -12.86996 -13.96384 1.88639
H -11.48902 -14.56895 1.02421
H -15.93236 -9.18078 -1.53213
H -18.18067 -9.92537 -2.14336
H -18.75627 -12.23667 -2.71505
H -17.02591 -14.06371 -2.48358
H -14.62433 -13.35546 -2.03414
I -11.51455 -6.95638 -0.69510
C -12.45915 -6.21089 1.04894
C -12.55954 -4.83755 1.09397
C -13.35861 -4.19320 2.05699
C -14.09786 -5.01998 2.89602
C -14.06630 -6.39395 2.88942
C -14.71984 -7.12272 3.81858
C -14.52641 -8.44812 3.89694
C -13.71142 -9.14939 2.99815
C -13.07251 -8.43021 1.99990
C -13.19496 -7.01701 1.95413
H -11.96381 -4.22934 0.40722
H -13.47275 -3.08948 2.13242
H -14.74655 -4.53006 3.64783
H -15.40788 -6.67097 4.50876
H -14.93115 -9.01485 4.72641
H -13.59870 -10.24823 3.13677
```

total charge	0
2S+1	5
<S²>	6.03
HOMO (alpha / beta)	-6.2 / -7.8	eV

Calculated atomic charges, method Mulliken, unit e: Ir 1.07; C -1.32; C 1.16; O -0.70; C -1.13; C 0.95; C -1.14; N 0.13; N -0.84; C 0.49; O -0.72; C 0.28; C -0.44; C -0.48; C -0.30; C -0.57; C -0.08; H 0.34; H 0.38; H 0.30; H 0.30; H 0.32; H 0.28; H 0.38; H 0.32; H 0.37; H 0.31; H 0.30; H 0.35; I -0.03; C -0.32; C -0.26; C -1.03; C -0.53; C 0.74; C -0.87; C -0.68; C -0.70; C -0.01; C 1.33; H 0.32; H 0.34; H 0.29; H 0.37; H 0.37; H 0.34

=====

Entry 6:
# C18H26N4O2

An isolated molecule of C18H26N4O2 in a non-equilibrium geometry (ωB97M-V/def2-TZVPD, the Open Molecules 2025 dataset).

Geometry as XYZ:
```
50
Properties=species:S:1:pos:R:3
C 2.34447 1.29056 4.37644
C 2.02661 0.02521 3.68345
N 2.34733 0.05036 2.29130
C 1.46210 0.50799 1.22904
O 0.47270 1.13265 1.37959
N 1.77780 -0.02535 0.04889
C 1.07113 -0.02774 -1.09925
O 1.50738 -0.43571 -2.21279
N -0.17516 0.46484 -1.23601
C -0.99475 0.63373 -2.32216
C -2.04655 -0.53095 -2.68964
C -3.40743 -0.43867 -1.94388
C -3.22199 -0.28845 -0.39928
C -2.98023 1.17479 -0.22020
C -3.04138 1.79850 -1.55858
C -1.74118 1.87157 -2.24001
N -3.97974 0.91671 -2.20368
C -5.42747 1.17634 -1.96768
C 2.75403 -1.12592 0.29828
C 3.95659 -1.60502 -0.56214
C 4.78925 -2.62222 -0.09411
C 4.64381 -2.96541 1.38774
C 3.98207 -2.07771 2.13623
C 3.37649 -0.76235 1.64660
H 3.33358 1.69933 4.09628
H 2.34886 1.01366 5.44044
H 1.68819 2.13639 4.11264
H 0.98122 -0.27109 3.85255
H 2.71369 -0.77342 4.16424
H -0.59268 0.73076 -0.35346
H -0.44347 0.91860 -3.24781
H -1.62584 -1.53906 -2.56087
H -2.28244 -0.45123 -3.70990
H -4.13043 -1.21316 -2.28676
H -2.30539 -0.93364 -0.10504
H -4.00153 -0.58442 0.29445
H -1.99046 1.36040 0.31851
H -3.81672 1.54152 0.35994
H -3.46286 2.79891 -1.43933
H -1.13211 2.70783 -1.89013
H -2.03091 2.10934 -3.34361
H -5.63456 2.08863 -1.47068
H -5.89896 1.26153 -2.99996
H -5.97452 0.38215 -1.38704
H 2.14832 -2.11370 0.40639
H 3.99315 -1.24769 -1.51759
H 5.51253 -3.19410 -0.74547
H 5.07100 -3.93466 1.69856
H 3.74192 -2.37988 3.22296
H 4.29449 -0.25076 1.36258
```

total charge	0
structure (SMILES)	CCN1C(=O)N(C(=O)N[C@H]2C[C@H]3CC[C@@H](C2)N3C)[C@H]2C=CC=C[C@@H]21
HOMO	-8.0	eV

Calculated atomic charges, method Mulliken, unit e: C -1.27; C -0.24; N 0.28; C 0.20; O -0.68; N 0.16; C 0.65; O -0.75; N 0.41; C -0.11; C -1.47; C 0.21; C -0.57; C -0.66; C -0.10; C -1.62; N -0.10; C -1.02; C -0.10; C -0.93; C -0.35; C -0.52; C -0.41; C 0.41; H 0.29; H 0.41; H 0.29; H 0.35; H 0.18; H -0.05; H 0.28; H 0.45; H 0.54; H 0.44; H 0.23; H 0.36; H 0.19; H 0.51; H 0.53; H 0.36; H 0.42; H 0.36; H 0.31; H 0.28; H 0.23; H 0.57; H 0.36; H 0.39; H 0.10; H 0.22

=====

Number 1: E -1666.43044 a.u.. Number 2: E -372.80920 a.u.. Number 3: E -885.66085 a.u.. Number 4: E -4333.78554 a.u.. Number 5: E -1510.93827 a.u.. Number 6: E -1070.87448 a.u..